(1)
{
  "formula": "C18H41GeMnN4O5",
  "method": "ωB97M-V/def2-TZVPD",
  "total_energy_ev": -123342.0551,
  "multiplicity": 6,
  "total_charge": 3,
  "homo_ha": [-0.67323, -0.67332],
  "homo_lumo_gap_ev": [7.21, 5.55],
  "species": ["Mn", "C", "C", "C", "C", "O", "Ge", "O", "C", "C", "C", "C", "O", "C", "C", "C", "C", "H", "H", "H", "H", "H", "H", "H", "H", "H", "H", "H", "H", "H", "H", "H", "H", "H", "H", "H", "H", "H", "H", "H", "H", "H", "H", "H", "N", "C", "C", "C", "C", "N", "C", "N", "N", "C", "O", "O", "H", "H", "H", "H", "H", "H", "H", "H", "H", "H", "H", "H", "H", "H"],
  "coordinates": [[0.15, -0.42, 0.96], [-1.16, -2.15, -1.75], [0.10, -2.90, -1.31], [-0.17, -4.39, -1.14], [1.23, -2.65, -2.32], [0.47, -2.34, -0.04], [1.16, -3.16, 1.56], [-0.36, -1.72, 2.19], [-1.18, -1.80, 3.38], [-0.56, -2.83, 4.31], [-1.23, -0.41, 4.04], [-2.58, -2.25, 2.95], [2.03, -1.29, 1.56], [3.36, -0.94, 1.78], [4.25, -2.17, 1.75], [3.39, -0.25, 3.20], [3.79, 0.13, 0.74], [-1.47, -2.45, -2.75], [-1.97, -2.35, -1.05], [-0.95, -1.07, -1.75], [-0.51, -4.83, -2.08], [0.75, -4.91, -0.84], [-0.94, -4.55, -0.38], [0.93, -2.96, -3.31], [1.48, -1.59, -2.33], [2.12, -3.22, -2.03], [0.44, -2.53, 4.61], [-1.17, -2.95, 5.21], [-0.51, -3.81, 3.82], [-0.34, 0.17, 3.77], [-2.13, 0.14, 3.73], [-1.25, -0.49, 5.12], [-2.56, -3.28, 2.59], [-3.27, -2.19, 3.79], [-2.95, -1.61, 2.14], [3.94, -2.90, 2.50], [4.22, -2.63, 0.76], [5.28, -1.89, 1.97], [3.15, -0.99, 3.96], [4.40, 0.13, 3.36], [2.68, 0.57, 3.24], [3.68, -0.29, -0.26], [3.18, 1.02, 0.82], [4.83, 0.39, 0.91], [-1.55, 1.09, 0.72], [-1.00, 2.38, 0.21], [-1.96, 3.14, -0.72], [-2.40, 2.54, -2.07], [-1.38, 2.51, -3.23], [-0.76, 3.79, -3.52], [-1.11, 4.68, -4.44], [-2.19, 4.51, -5.20], [-0.38, 5.78, -4.59], [0.40, 2.09, -0.37], [1.06, 2.92, -0.93], [0.82, 0.88, -0.10], [-2.22, 0.72, 0.05], [-2.08, 1.27, 1.57], [-0.81, 3.03, 1.06], [-1.55, 4.14, -0.88], [-2.88, 3.29, -0.14], [-3.25, 3.14, -2.40], [-2.78, 1.52, -1.94], [-1.89, 2.14, -4.12], [-0.58, 1.79, -3.01], [0.06, 3.99, -2.96], [-2.76, 3.69, -5.14], [-2.43, 5.18, -5.91], [0.46, 5.93, -4.05], [-0.61, 6.49, -5.26]],
  "nbo_charge": [1.783, -0.620, 0.268, -0.644, -0.628, -0.989, 1.509, -0.903, 0.263, -0.635, -0.635, -0.621, -0.584, 0.272, -0.657, -0.538, -0.599, 0.257, 0.219, 0.176, 0.265, 0.222, 0.220, 0.247, 0.210, 0.222, 0.216, 0.268, 0.219, 0.187, 0.216, 0.266, 0.228, 0.253, 0.197, 0.236, 0.243, 0.274, 0.241, 0.276, 0.223, 0.245, 0.235, 0.264, -0.845, -0.179, -0.417, -0.418, -0.221, -0.574, 0.682, -0.756, -0.748, 0.783, -0.545, -0.764, 0.412, 0.426, 0.258, 0.251, 0.242, 0.240, 0.205, 0.219, 0.218, 0.434, 0.425, 0.439, 0.429, 0.436]
}

(2)
{
  "formula": "C18H41N2OP3RuSe",
  "method": "ωB97M-V/def2-TZVPD",
  "total_energy_ev": -120124.5487,
  "multiplicity": 6,
  "total_charge": 3,
  "homo_ha": [-0.50433, -0.63062],
  "e_above_lowest_kj_mol": 0.0,
  "homo_lumo_gap_ev": [6.29, 5.49],
  "species": ["Ru", "P", "P", "P", "H", "C", "C", "H", "C", "C", "C", "C", "C", "C", "C", "C", "C", "H", "H", "H", "H", "H", "H", "H", "H", "H", "H", "H", "H", "H", "H", "H", "H", "H", "H", "H", "H", "H", "H", "H", "H", "H", "H", "H", "H", "H", "C", "C", "C", "C", "C", "C", "Se", "H", "H", "H", "H", "H", "H", "N", "C", "N", "O", "H", "H", "H", "H"],
  "coordinates": [[0.00, 0.00, 1.31], [-2.22, -0.10, 0.70], [0.17, -2.30, 1.06], [0.00, 2.30, 1.00], [1.60, -0.87, -0.89], [1.49, 0.03, -0.29], [2.14, 0.07, 1.02], [2.70, -0.79, 1.35], [-2.68, -0.14, -1.11], [-3.30, -1.51, 1.26], [-3.42, 1.23, 1.21], [1.85, -3.07, 1.05], [-0.63, -3.53, 2.20], [-0.42, -2.98, -0.56], [1.62, 3.18, 0.96], [-0.87, 3.46, 2.15], [-0.66, 2.91, -0.61], [1.53, 0.92, -0.92], [2.64, 0.99, 1.32], [-3.76, -0.19, -1.26], [-2.21, -1.01, -1.58], [-2.29, 0.75, -1.60], [-4.32, -1.38, 0.91], [-3.29, -1.54, 2.35], [-2.92, -2.46, 0.89], [-4.43, 0.99, 0.87], [-3.14, 2.20, 0.79], [-3.42, 1.31, 2.30], [1.76, -4.15, 0.87], [2.34, -2.90, 2.01], [2.47, -2.63, 0.26], [-0.71, -4.51, 1.71], [-1.62, -3.20, 2.51], [0.00, -3.65, 3.09], [-0.14, -4.03, -0.68], [0.03, -2.39, -1.37], [-1.51, -2.89, -0.64], [1.45, 4.25, 0.75], [2.26, 2.77, 0.17], [2.14, 3.08, 1.91], [-0.83, 4.48, 1.76], [-0.39, 3.44, 3.13], [-1.92, 3.17, 2.28], [-0.50, 3.99, -0.73], [-1.74, 2.71, -0.69], [-0.16, 2.37, -1.42], [0.92, 0.10, -5.19], [2.00, -0.09, -4.33], [3.30, -0.03, -4.83], [3.53, 0.21, -6.19], [2.44, 0.40, -7.04], [1.14, 0.34, -6.55], [-0.90, 0.03, -4.57], [-0.54, -0.23, -3.17], [1.84, -0.28, -3.27], [4.14, -0.18, -4.16], [4.54, 0.26, -6.57], [2.60, 0.59, -8.10], [0.30, 0.49, -7.22], [0.54, 1.04, 5.25], [0.00, 0.00, 4.58], [-0.54, -1.04, 5.25], [0.00, 0.00, 3.31], [0.55, 1.06, 6.28], [0.96, 1.83, 4.73], [-0.96, -1.83, 4.73], [-0.55, -1.06, 6.28]],
  "nbo_charge": [0.910, 0.819, 0.877, 0.870, 0.216, -0.626, -0.527, 0.248, -0.916, -0.902, -0.902, -0.912, -0.924, -0.926, -0.910, -0.911, -0.924, 0.221, 0.246, 0.264, 0.231, 0.232, 0.269, 0.247, 0.240, 0.268, 0.240, 0.253, 0.263, 0.254, 0.243, 0.265, 0.235, 0.252, 0.266, 0.225, 0.236, 0.263, 0.244, 0.247, 0.262, 0.241, 0.246, 0.267, 0.236, 0.229, -0.165, -0.137, -0.203, -0.038, -0.176, -0.179, 0.580, 0.071, 0.207, 0.254, 0.262, 0.269, 0.256, -0.780, 0.819, -0.783, -0.740, 0.438, 0.432, 0.432, 0.439]
}

(3)
{
  "formula": "C18H41N4O6P",
  "method": "ωB97M-V/def2-TZVPD",
  "total_energy_ev": -46865.3676,
  "total_charge": 0,
  "smiles": "CN(C)P(=O)(N(C)C)N(C)C.COC[C@H](C)N.O=C1CCCO1.O=C1CCCO1",
  "homo_ha": -0.31830,
  "e_above_lowest_kj_mol": 0.0,
  "homo_lumo_gap_ev": 9.12,
  "species": ["O", "P", "N", "C", "C", "N", "C", "C", "N", "C", "C", "H", "H", "H", "H", "H", "H", "H", "H", "H", "H", "H", "H", "H", "H", "H", "H", "H", "H", "O", "C", "O", "C", "C", "C", "H", "H", "H", "H", "H", "H", "O", "C", "O", "C", "C", "C", "H", "H", "H", "H", "H", "H", "C", "C", "C", "O", "C", "N", "H", "H", "H", "H", "H", "H", "H", "H", "H", "H", "H"],
  "coordinates": [[0.50, -1.69, 0.59], [1.81, -1.64, 1.22], [2.54, -3.17, 1.33], [1.71, -4.30, 1.71], [3.96, -3.47, 1.24], [1.70, -1.13, 2.84], [2.48, -1.69, 3.94], [1.12, 0.20, 3.14], [2.93, -0.58, 0.55], [4.30, -0.37, 1.07], [2.67, 0.19, -0.65], [2.00, -4.83, 2.63], [1.86, -5.10, 0.96], [0.66, -4.01, 1.65], [4.35, -2.95, 0.35], [4.12, -4.53, 1.07], [4.51, -3.01, 2.06], [1.98, -1.51, 4.89], [2.51, -2.78, 3.85], [3.48, -1.24, 3.94], [1.72, 1.00, 2.70], [0.23, 0.29, 2.50], [0.92, 0.26, 4.20], [4.99, -1.21, 1.06], [4.71, 0.45, 0.51], [4.18, -0.10, 2.13], [1.62, 0.17, -0.96], [3.38, 0.07, -1.47], [2.67, 1.28, -0.43], [-1.09, 5.83, 1.07], [-1.75, 5.00, 1.61], [-3.08, 4.90, 1.37], [-3.63, 3.75, 2.04], [-2.44, 2.92, 2.52], [-1.38, 4.01, 2.67], [-4.25, 3.25, 1.29], [-4.34, 4.08, 2.81], [-2.13, 2.10, 1.87], [-2.52, 2.33, 3.44], [-0.35, 3.66, 2.52], [-1.34, 4.34, 3.71], [-2.24, -2.73, -5.09], [-2.28, -2.45, -3.93], [-3.49, -2.43, -3.30], [-3.30, -2.50, -1.87], [-1.79, -2.76, -1.66], [-1.19, -2.18, -2.95], [-3.85, -3.36, -1.51], [-3.57, -1.55, -1.41], [-1.59, -3.83, -1.70], [-1.38, -2.29, -0.77], [-0.23, -2.52, -3.34], [-1.14, -1.09, -2.96], [0.29, 3.01, -1.68], [-0.89, 2.06, -1.83], [-1.23, 1.70, -3.26], [-2.29, 0.79, -3.26], [-2.96, 0.69, -4.49], [-0.65, 0.92, -0.93], [1.21, 2.44, -1.68], [0.32, 3.67, -0.81], [0.28, 3.65, -2.57], [-1.78, 2.57, -1.45], [-0.35, 1.34, -3.81], [-1.52, 2.64, -3.74], [-3.76, -0.03, -4.38], [-2.26, 0.46, -5.30], [-3.45, 1.63, -4.80], [-0.80, 1.15, 0.05], [-1.41, 0.25, -1.09]],
  "nbo_charge": [-1.110, 2.420, -0.809, -0.409, -0.403, -0.813, -0.396, -0.417, -0.823, -0.405, -0.436, 0.179, 0.184, 0.234, 0.201, 0.211, 0.183, 0.194, 0.210, 0.171, 0.183, 0.208, 0.205, 0.193, 0.214, 0.194, 0.273, 0.184, 0.174, -0.553, 0.784, -0.484, -0.080, -0.441, -0.539, 0.198, 0.189, 0.212, 0.228, 0.240, 0.246, -0.580, 0.793, -0.511, -0.074, -0.438, -0.531, 0.192, 0.181, 0.204, 0.259, 0.240, 0.254, -0.617, -0.069, -0.066, -0.557, -0.256, -0.834, 0.206, 0.224, 0.207, 0.163, 0.169, 0.177, 0.211, 0.178, 0.165, 0.354, 0.362]
}